[1]
# C23H51N19O11S

A molecular structure, C23H51N19O11S in a non-equilibrium geometry (the ωB97M-V functional and the def2-TZVPD basis, OMol25).

Computed properties:
- LUMO energy: -1.2493 eV
- Kohn-Sham gap: 7.6 eV

Structure (ORCA input):
```
! RIJCOSX wB97M-V def2-TZVPD def2/J DEFGRID3
* xyz 0 1
C 3.913 -2.422 3.232
C 3.889 -1.554 1.894
C 3.129 -0.233 2.056
C 1.964 0.164 1.192
C 1.551 -0.830 0.101
C 0.433 -1.828 0.508
C 0.689 -3.189 1.173
N -0.778 -1.535 0.245
C 1.320 1.378 1.347
O 0.280 1.776 0.559
C -0.887 2.153 1.317
C -1.625 0.966 1.987
N -2.898 1.428 2.566
C -3.626 0.319 3.197
C -4.237 -0.714 2.201
C -5.789 -0.569 2.018
O -3.964 -2.038 2.714
C 1.880 2.243 2.429
N 1.491 3.467 2.782
S 2.339 4.086 4.012
N 3.344 2.812 4.205
C 3.030 1.903 3.319
C 3.609 0.604 3.044
O 4.734 0.230 3.816
N 4.325 0.256 5.154
O 5.238 0.058 5.856
H 4.958 -2.483 3.589
H 3.384 -1.814 3.988
H 3.455 -3.412 3.102
H 3.499 -2.216 1.110
H 4.942 -1.287 1.675
H 1.185 -0.259 -0.776
H 2.400 -1.428 -0.285
H -0.110 -3.376 1.912
H 1.704 -3.314 1.580
H 0.531 -3.951 0.379
H -0.787 -0.622 -0.221
H -0.708 2.945 2.066
H -1.600 2.584 0.585
H -1.918 0.284 1.171
H -1.000 0.464 2.757
H -2.723 2.097 3.314
H -3.012 -0.244 3.941
H -4.470 0.739 3.787
H -3.791 -0.690 1.193
H -6.101 0.454 2.287
H -6.014 -0.771 0.951
H -6.339 -1.347 2.584
H -4.596 -2.176 3.432
C 3.842 3.761 -1.362
O 4.574 3.984 -2.309
N 2.637 4.391 -1.201
N 4.151 2.867 -0.382
H 2.016 4.224 -0.429
H 2.375 5.058 -1.903
H 5.027 2.386 -0.470
H 3.552 2.663 0.394
C 5.796 1.359 9.312
O 4.726 0.786 9.403
N 6.524 1.384 8.157
N 6.362 2.028 10.364
H 7.406 1.851 8.066
H 6.141 0.903 7.359
H 5.855 2.031 11.230
H 7.241 2.506 10.312
C 0.168 3.364 -5.225
O -0.774 2.842 -5.803
N 1.140 4.057 -5.883
N 0.325 3.295 -3.874
H 1.922 4.491 -5.427
H 1.058 4.128 -6.880
H -0.373 2.790 -3.357
H 1.088 3.715 -3.378
C -4.120 2.331 -8.355
O -4.633 1.294 -8.752
N -4.568 3.561 -8.744
N -3.068 2.347 -7.499
H -4.165 4.424 -8.433
H -5.346 3.586 -9.377
H -2.711 1.461 -7.191
H -2.633 3.184 -7.160
C 6.173 -4.249 6.252
O 5.217 -4.734 5.675
N 7.153 -3.553 5.598
N 6.349 -4.357 7.601
H 7.947 -3.146 6.054
H 7.058 -3.454 4.605
H 5.649 -4.860 8.114
H 7.128 -3.965 8.095
C -6.667 -2.015 -9.402
O -6.914 -1.896 -8.212
N -5.800 -1.202 -10.060
N -7.252 -2.984 -10.170
H -5.591 -1.290 -11.035
H -5.348 -0.473 -9.527
H -7.899 -3.601 -9.714
H -7.069 -3.105 -11.147
C -7.724 -3.930 -5.159
O -8.875 -3.555 -5.311
N -6.672 -3.377 -5.820
N -7.396 -4.951 -4.302
H -5.725 -3.679 -5.701
H -6.867 -2.618 -6.465
H -8.147 -5.384 -3.797
H -6.460 -5.279 -4.159
*
```


[2]
# C23H51N5O16

9 unconnected molecules or ions with the total composition C23H51N5O16 in a non-equilibrium geometry (the ωB97M-V functional and the def2-TZVPD basis, OMol25).

Computed properties:
- Energy above the lowest of the compared OMol25 structures with the same formula, charge and spin: 118.2 kcal per mole
- LUMO energy: -0.1111 eV
- Kohn-Sham gap: 9.2 eV

Structure (ORCA input):
```
! RIJCOSX wB97M-V def2-TZVPD def2/J DEFGRID3
* xyz 0 1
C -1.640 4.646 5.210
N -2.407 4.341 4.047
O -3.163 5.227 3.657
O -2.251 3.247 3.529
H -0.576 4.618 4.973
H -1.811 3.908 5.993
H -1.898 5.638 5.583
C 7.667 -2.098 3.592
N 7.874 -1.026 2.588
O 8.401 0.008 2.990
O 7.520 -1.312 1.483
H 6.661 -2.124 4.010
H 8.355 -1.974 4.428
H 7.871 -3.077 3.160
C 4.729 6.424 0.682
N 3.542 6.784 -0.167
O 3.579 7.771 -0.903
O 2.565 6.002 -0.096
H 5.376 5.707 0.176
H 4.446 5.938 1.615
H 5.338 7.307 0.876
C 1.487 -0.549 -0.668
N 1.770 -0.526 0.799
O 2.532 0.326 1.264
O 1.200 -1.403 1.437
H 2.108 -1.384 -0.992
H 1.774 0.358 -1.200
H 0.454 -0.798 -0.909
C 7.592 -2.565 -6.123
N 8.226 -2.688 -7.437
O 7.569 -3.135 -8.363
O 9.253 -2.043 -7.635
H 8.148 -1.900 -5.462
H 7.588 -3.565 -5.689
H 6.561 -2.226 -6.216
C -6.652 -5.084 4.108
C -7.064 -6.294 4.722
C -6.204 -7.400 4.615
C -4.981 -7.314 3.951
C -4.619 -6.062 3.449
C -5.438 -4.973 3.488
H -7.206 -4.159 4.176
H -8.080 -6.309 5.086
H -6.560 -8.379 4.900
H -4.357 -8.193 3.900
H -3.580 -5.972 3.165
H -5.144 -4.043 3.023
C -6.977 1.671 -8.040
O -7.153 1.081 -6.702
C -6.471 -0.113 -6.281
C -6.669 -0.287 -4.776
O -7.952 -0.818 -4.490
C -8.464 -0.559 -3.174
H -7.633 2.537 -7.952
H -7.278 1.039 -8.875
H -5.945 2.005 -8.146
H -5.394 -0.032 -6.427
H -6.601 -1.054 -6.816
H -6.566 0.678 -4.280
H -5.870 -0.944 -4.432
H -8.635 0.493 -2.947
H -7.825 -0.950 -2.382
H -9.421 -1.030 -2.950
C 1.685 4.873 -6.988
O 2.727 4.774 -7.867
C 3.999 4.890 -7.332
C 5.018 4.769 -8.470
O 4.864 3.550 -9.231
C 5.889 3.476 -10.167
H 1.766 4.060 -6.267
H 0.717 4.798 -7.482
H 1.661 5.825 -6.457
H 4.302 4.101 -6.644
H 4.213 5.849 -6.861
H 6.021 4.851 -8.050
H 4.945 5.607 -9.163
H 5.545 3.892 -11.115
H 5.998 2.393 -10.225
H 6.839 3.893 -9.833
C 0.101 -3.461 11.838
O 0.755 -3.423 10.606
C 0.322 -2.436 9.631
C -1.119 -2.734 9.231
O -2.124 -2.383 10.173
C -3.392 -2.508 9.569
H 0.804 -3.837 12.582
H -0.786 -4.093 11.798
H -0.179 -2.466 12.184
H 0.953 -2.522 8.746
H 0.500 -1.443 10.043
H -1.251 -3.786 8.980
H -1.269 -2.249 8.267
H -4.042 -2.095 10.340
H -3.595 -3.564 9.389
H -3.569 -1.989 8.627
*
```


[3]
# C23H52B2N2O4

3 unconnected molecules or ions with the total composition C23H52B2N2O4 in a non-equilibrium geometry (the ωB97M-V functional and the def2-TZVPD basis, OMol25).

Computed properties:
- LUMO energy: 4.4265 eV
- Kohn-Sham gap: 4.4 eV

Structure (ORCA input):
```
! RIJCOSX wB97M-V def2-TZVPD def2/J DEFGRID3
* xyz -2 1
C 3.659 -3.248 -0.011
C 3.599 -1.718 -0.138
N 3.123 -1.198 -1.417
C 1.735 -1.677 -1.725
C 0.643 -0.598 -1.809
B -0.690 -0.837 -0.805
C -1.977 -1.667 -1.471
C -1.735 -2.939 -2.297
C -1.274 -2.659 -3.731
C -0.811 -3.940 -1.588
B -1.306 0.759 -0.464
N -1.955 1.612 -1.504
O -1.259 1.419 0.795
C -0.256 -1.471 0.663
O 0.888 -1.133 1.126
O -1.084 -2.212 1.294
C 3.983 -1.147 -2.472
C 5.411 -1.616 -2.277
O 3.651 -0.756 -3.597
H 3.592 -3.752 -0.972
H 2.833 -3.589 0.612
H 4.575 -3.549 0.500
H 2.929 -1.340 0.627
H 4.580 -1.296 0.067
H 1.810 -2.205 -2.680
H 1.483 -2.402 -0.963
H 0.366 -0.449 -2.857
H 1.131 0.335 -1.522
H -2.595 -1.004 -2.094
H -2.590 -1.965 -0.616
H -2.703 -3.448 -2.418
H -0.200 -2.496 -3.791
H -1.772 -1.760 -4.101
H -1.569 -3.477 -4.392
H 0.175 -3.956 -2.051
H -0.735 -3.714 -0.528
H -1.201 -4.959 -1.689
H -2.954 1.700 -1.364
H -1.815 1.188 -2.413
H -2.027 1.238 1.337
H 5.978 -1.371 -3.167
H 5.403 -2.700 -2.160
H 5.892 -1.222 -1.387
C 2.100 1.654 1.321
C 2.670 2.955 0.758
C 3.937 2.746 -0.072
C 5.116 2.158 0.703
C 5.555 2.970 1.921
C 6.045 4.374 1.575
H 2.797 1.162 2.006
H 1.174 1.828 1.867
H 1.861 0.941 0.535
H 2.863 3.675 1.567
H 1.915 3.418 0.116
H 4.239 3.697 -0.530
H 3.701 2.073 -0.901
H 5.971 2.054 0.022
H 4.862 1.148 1.027
H 6.359 2.430 2.431
H 4.731 3.036 2.635
H 6.890 4.331 0.883
H 6.371 4.910 2.470
H 5.257 4.965 1.106
C -5.009 -0.383 -0.045
C -4.644 0.051 1.371
C -5.701 -0.293 2.417
C -7.060 0.377 2.205
C -7.018 1.903 2.146
C -6.514 2.547 3.434
H -5.916 0.106 -0.415
H -4.191 -0.144 -0.721
H -5.159 -1.463 -0.086
H -4.439 1.127 1.383
H -3.708 -0.445 1.646
H -5.318 -0.036 3.410
H -5.847 -1.378 2.426
H -7.735 0.073 3.015
H -7.511 0.002 1.282
H -8.027 2.273 1.936
H -6.394 2.225 1.310
H -7.142 2.264 4.283
H -6.524 3.636 3.358
H -5.490 2.245 3.657
*
```


[4]
# C23H52CeNO6P2Si

A molecular structure, C23H52CeNO6P2Si in a non-equilibrium geometry (the ωB97M-V functional and the def2-TZVPD basis, OMol25).

Computed properties:
- LUMO energy (spin up / spin down): -4.4937 / -4.4885 eV
- Kohn-Sham gap (spin up / spin down): 5.4 / 5.4 eV

Structure (ORCA input):
```
! RIJCOSX wB97M-V def2-TZVPD def2/J DEFGRID3
* xyz 1 1
C -2.759 0.561 -2.977
C -2.104 0.317 -1.759
N -0.858 0.849 -1.529
C -0.187 1.403 -2.563
C -0.780 1.605 -3.803
C -2.092 1.192 -4.017
C -2.693 -0.661 -0.840
P -2.214 -0.769 0.906
Ce 0.114 0.937 0.789
P 2.251 0.990 -1.085
C 1.239 1.890 -2.369
O -1.879 -2.777 -2.048
O 0.518 -2.097 -2.583
H -3.767 0.167 -3.091
H -0.186 2.074 -4.586
H -2.580 1.353 -4.976
C -3.527 0.191 1.765
C -2.711 -2.482 1.323
H 1.795 1.773 -3.315
H 1.233 2.966 -2.114
H -2.313 -1.930 -1.500
H -3.782 -0.740 -0.966
C 3.425 2.321 -0.639
C 3.249 -0.069 -2.162
H 0.944 -2.626 -0.951
H 0.918 -2.791 -3.135
H -0.486 -2.379 -2.437
H -2.545 -3.002 -2.719
H 0.214 2.734 0.395
H 1.030 -2.703 -0.169
H -4.453 -0.399 1.797
H -3.202 0.409 2.792
H -3.707 1.141 1.247
H -3.791 -2.532 1.537
H -2.467 -3.150 0.483
H -2.156 -2.816 2.214
H 3.803 0.527 -2.903
H 3.964 -0.632 -1.544
H 2.588 -0.788 -2.666
H 4.075 2.564 -1.492
H 2.880 3.221 -0.324
H 4.052 1.977 0.195
C 1.817 2.945 4.784
C 2.011 3.051 3.278
C 1.139 4.151 2.690
C 3.486 3.257 2.960
O 1.587 1.765 2.629
Si 1.532 0.242 3.370
O 1.097 -0.635 2.090
O 2.928 -0.090 4.146
C 4.020 -1.010 3.770
C 4.410 -0.786 2.315
C 5.177 -0.681 4.703
C 3.555 -2.445 4.002
O 0.322 0.428 4.466
C -0.082 -0.481 5.536
C -0.339 -1.874 4.961
C 0.998 -0.521 6.612
C -1.370 0.106 6.111
H 2.054 3.924 5.231
H 2.503 2.215 5.237
H 0.781 2.700 5.052
H 1.341 5.104 3.197
H 1.346 4.298 1.625
H 0.075 3.919 2.822
H 4.088 2.422 3.348
H 3.653 3.360 1.880
H 3.840 4.177 3.449
H 4.736 0.250 2.161
H 5.252 -1.445 2.058
H 3.576 -1.014 1.638
H 6.016 -1.360 4.505
H 5.532 0.344 4.548
H 4.888 -0.801 5.755
H 3.285 -2.601 5.057
H 2.701 -2.698 3.358
H 4.376 -3.137 3.764
H -0.744 -2.526 5.752
H -1.074 -1.829 4.142
H 0.589 -2.334 4.588
H 1.220 0.491 6.977
H 0.637 -1.123 7.460
H 1.926 -0.972 6.235
H -1.196 1.118 6.499
H -2.160 0.147 5.349
H -1.734 -0.516 6.941
*
```


[5]
# C23H52CrO3P4S

A molecular structure, C23H52CrO3P4S in a non-equilibrium geometry (the ωB97M-V functional and the def2-TZVPD basis, OMol25).

Computed properties:
- <S²>: 4.15
- LUMO energy (spin up / spin down): -12.0156 / -11.9339 eV
- Kohn-Sham gap (spin up / spin down): 3.9 / 3.9 eV

Structure (ORCA input):
```
! RIJCOSX wB97M-V def2-TZVPD def2/J DEFGRID3
* xyz 3 4
Cr -0.072 0.662 0.070
P -0.804 2.416 1.361
P -2.356 0.162 -0.796
P 2.102 1.607 -0.328
H -0.162 -2.012 -8.975
C 0.850 -2.217 -8.611
C 1.159 -3.382 -8.021
H 0.409 -4.168 -7.881
C -1.250 3.852 0.325
C -2.311 2.187 2.358
C 0.305 3.108 2.629
C -2.483 -1.346 -1.810
C -3.596 -0.243 0.488
C -3.223 1.373 -1.859
C 3.213 0.809 -1.543
C 3.193 1.665 1.133
C 2.074 3.341 -0.906
H 1.609 -1.449 -8.795
H 2.182 -3.607 -7.700
H -1.541 4.683 0.982
H -2.091 3.594 -0.330
H -0.405 4.158 -0.300
H -2.391 3.008 3.084
H -2.245 1.236 2.900
H -3.201 2.181 1.720
H -0.280 3.782 3.274
H 1.130 3.672 2.178
H 0.714 2.298 3.248
H -3.540 -1.626 -1.912
H -1.932 -2.161 -1.326
H -2.045 -1.178 -2.800
H -4.497 0.379 0.383
H -3.160 -0.105 1.484
H -3.883 -1.300 0.394
H -4.097 0.897 -2.324
H -2.526 1.695 -2.642
H -3.542 2.247 -1.279
H 4.139 1.395 -1.633
H 2.736 0.742 -2.527
H 3.459 -0.209 -1.215
H 4.070 2.286 0.901
H 3.527 0.650 1.380
H 2.669 2.090 1.997
H 3.083 3.614 -1.248
H 1.768 4.018 -0.099
H 1.372 3.435 -1.743
C 0.580 -0.887 -2.921
C 0.476 0.409 -3.481
C 0.152 0.575 -4.827
C 0.032 -0.542 -5.662
C 0.232 -1.823 -5.136
C 0.516 -2.002 -3.793
S 0.726 -1.207 -1.215
H -0.676 1.306 -1.204
H 0.628 1.282 -2.840
H 0.004 1.584 -5.214
H -0.193 -0.409 -6.719
H 0.179 -2.683 -5.798
H 0.657 -3.000 -3.383
C -2.310 -2.517 4.721
C -2.069 -2.558 3.236
O -1.463 -1.306 2.735
P 0.149 -0.920 2.826
O 0.518 -1.724 4.218
C 0.581 -1.253 5.588
C 0.489 0.255 5.702
O 0.890 -1.976 1.804
C 2.290 -2.353 1.926
C 3.139 -1.561 2.900
H -1.535 -3.096 5.234
H -3.267 -3.003 4.935
H -2.343 -1.495 5.112
H -1.420 -3.397 2.936
H -3.020 -2.635 2.696
H -0.210 -1.749 6.172
H 1.541 -1.610 5.985
H -0.454 0.657 5.310
H 0.541 0.547 6.759
H 1.333 0.724 5.183
H 2.291 -3.413 2.202
H 2.684 -2.302 0.897
H 3.013 -1.925 3.924
H 4.181 -1.760 2.628
H 3.007 -0.470 2.881
*
```